Below is 9 unconnected molecules or ions with the total composition C32H81N8O10 at a distorted geometry, with properties calculated with ωB97M-V/def2-TZVPD.

The HOMO-LUMO gap is 8.2 eV. The total energy is -66840.6980 eV.

Geometry as ORCA input:
```
! RIJCOSX wB97M-V def2-TZVPD def2/J DEFGRID3
* xyz 5 1
C -0.31 1.26 -1.58
C 0.43 -0.06 -1.44
C 0.30 -0.77 -0.12
O -0.01 -1.05 -2.38
H 0.01 1.86 -0.73
H -1.41 1.16 -1.53
H -0.13 1.77 -2.52
H 1.48 0.10 -1.72
H 0.96 -0.39 0.65
H 0.54 -1.84 -0.27
H -0.75 -0.67 0.22
C 4.23 -2.12 -3.01
C 3.44 -3.23 -2.42
O 3.77 -3.84 -1.53
N 2.11 -3.52 -3.08
H 1.47 -3.60 -2.29
H 1.85 -2.77 -3.65
C 2.20 -4.80 -3.82
H 3.74 -1.15 -2.90
H 4.35 -2.28 -4.08
H 5.22 -2.08 -2.54
H 2.67 -5.49 -3.12
H 2.76 -4.65 -4.71
H 1.17 -5.09 -4.09
C -2.83 -4.36 -4.45
C -2.22 -3.61 -3.33
O -1.18 -3.79 -2.85
N -3.00 -2.41 -2.72
H -2.54 -1.59 -3.05
H -3.95 -2.34 -3.08
C -2.84 -2.31 -1.21
H -3.70 -4.88 -4.07
H -2.16 -5.06 -4.93
H -3.21 -3.69 -5.22
H -3.51 -1.53 -0.87
H -1.76 -2.13 -1.13
H -3.14 -3.24 -0.70
C 0.65 -0.83 -7.27
C 1.19 -0.54 -5.85
O 1.22 -1.41 -4.95
N 1.58 0.71 -5.69
H 1.62 1.31 -6.49
H 0.34 -0.93 -3.21
C 2.36 1.11 -4.54
H 0.83 -1.87 -7.54
H 1.28 -0.25 -7.92
H -0.34 -0.53 -7.55
H 1.74 0.79 -3.69
H 2.49 2.18 -4.48
H 3.26 0.52 -4.46
C 2.94 0.61 5.10
C 4.15 1.56 4.84
O 4.18 2.49 4.15
N 5.49 1.06 5.44
H 5.85 0.27 4.92
H 6.05 1.91 5.52
C 5.38 0.48 6.88
H 2.20 1.08 4.43
H 2.56 0.67 6.11
H 3.17 -0.43 4.83
H 6.43 0.31 7.12
H 4.88 -0.47 6.95
H 4.95 1.22 7.54
C -3.74 3.30 -1.51
C -5.01 4.18 -1.55
O -5.86 4.16 -0.82
N -5.02 5.26 -2.63
H -5.88 5.83 -2.41
H -4.19 5.83 -2.60
C -5.16 4.69 -4.06
H -3.48 3.25 -0.45
H -2.91 3.74 -2.09
H -3.96 2.28 -1.89
H -6.13 4.25 -4.19
H -4.39 3.92 -4.17
H -5.04 5.53 -4.73
C -3.78 -4.67 1.01
C -4.57 -3.72 1.85
C -3.93 -3.45 3.28
C -2.67 -2.61 3.06
N -1.70 -2.63 4.22
C -0.35 -2.07 3.80
C 0.70 -3.18 3.83
C 0.17 -4.09 4.98
C -1.30 -4.11 4.63
C -2.24 -1.90 5.35
H -3.68 -5.69 1.40
H -2.75 -4.38 0.78
H -4.31 -4.74 0.05
H -5.62 -4.06 1.95
H -4.57 -2.72 1.45
H -3.77 -4.39 3.85
H -4.67 -2.89 3.84
H -2.94 -1.57 2.83
H -2.17 -3.02 2.20
H -0.03 -1.34 4.54
H -0.46 -1.57 2.85
H 1.71 -2.89 4.06
H 0.70 -3.69 2.88
H 0.26 -3.47 5.86
H 0.63 -5.07 5.16
H -1.99 -4.37 5.47
H -1.55 -4.86 3.91
H -3.21 -2.36 5.60
H -2.33 -0.84 5.13
H -1.57 -2.16 6.16
C 1.20 5.08 -0.77
N 1.97 5.79 0.34
C 3.24 6.37 -0.20
C 1.14 6.92 0.80
C 2.14 4.82 1.49
C 2.65 3.39 1.10
O 3.81 3.47 0.40
H 1.92 4.46 -1.26
H 0.75 5.88 -1.42
H 0.42 4.52 -0.31
H 3.14 7.23 -0.85
H 3.78 5.55 -0.63
H 3.77 6.76 0.66
H 0.22 6.52 1.23
H 0.88 7.54 -0.08
H 1.66 7.47 1.60
H 1.17 4.72 1.99
H 2.82 5.31 2.20
H 1.97 2.85 0.47
H 2.71 2.85 2.05
H 4.45 2.83 0.73
N -0.89 1.28 1.92
O 0.28 1.65 1.69
O -1.14 0.56 2.89
O -1.79 1.60 1.13
*
```

Here are the Mulliken charges for atoms 1 to 99, given in e: number 1, C, carries -0.82; number 2, C, carries 0.67; number 3, C, carries -1.60; number 4, O, carries 0.21; number 5, H, carries -0.15; number 6, H, carries -0.02; number 7, H, carries 0.57; number 8, H, carries 0.39; number 9, H, carries 0.63; number 10, H, carries 0.35; number 11, H, carries 0.01; number 12, C, carries -0.87; number 13, C, carries 0.63; number 14, O, carries -0.37; number 15, N, carries 0.64; number 16, H, carries 0.25; number 17, H, carries -0.16; number 18, C, carries -0.76; number 19, H, carries 0.02; number 20, H, carries 0.39; number 21, H, carries 0.41; number 22, H, carries 0.41; number 23, H, carries 0.37; number 24, H, carries 0.27; number 25, C, carries -1.43; number 26, C, carries 0.62; number 27, O, carries -0.29; number 28, N, carries -0.02; number 29, H, carries 0.30; number 30, H, carries 0.45; number 31, C, carries -0.05; number 32, H, carries 0.40; number 33, H, carries 0.39; number 34, H, carries 0.42; number 35, H, carries 0.41; number 36, H, carries -0.10; number 37, H, carries -0.16; number 38, C, carries -1.38; number 39, C, carries 0.61; number 40, O, carries -0.81; number 41, N, carries -0.13; number 42, H, carries 0.28; number 43, H, carries -0.21; number 44, C, carries -0.54; number 45, H, carries 0.32; number 46, H, carries 0.45; number 47, H, carries 0.33; number 48, H, carries -0.25; number 49, H, carries 0.45; number 50, H, carries 0.24; number 51, C, carries -0.95; number 52, C, carries 0.40; number 53, O, carries -0.39; number 54, N, carries -0.12; number 55, H, carries 0.39; number 56, H, carries 0.40; number 57, C, carries -0.94; number 58, H, carries 0.22; number 59, H, carries 0.46; number 60, H, carries 0.36; number 61, H, carries 0.39; number 62, H, carries 0.35; number 63, H, carries 0.40; number 64, C, carries -0.78; number 65, C, carries 0.23; number 66, O, carries -0.29; number 67, N, carries -0.18; number 68, H, carries 0.38; number 69, H, carries 0.37; number 70, C, carries -0.80; number 71, H, carries 0.39; number 72, H, carries 0.34; number 73, H, carries 0.26; number 74, H, carries 0.36; number 75, H, carries 0.33; number 76, H, carries 0.38; number 77, C, carries -1.26; number 78, C, carries -0.37; number 79, C, carries -0.85; number 80, C, carries -1.00; number 81, N, carries 0.86; number 82, C, carries 0.05; number 83, C, carries -0.64; number 84, C, carries -0.74; number 85, C, carries -0.75; number 86, C, carries -1.05; number 87, H, carries 0.41; number 88, H, carries 0.29; number 89, H, carries 0.37; number 90, H, carries 0.43; number 91, H, carries 0.24; number 92, H, carries 0.43; number 93, H, carries 0.42; number 94, H, carries 0.47; number 95, H, carries 0.53; number 96, H, carries 0.41; number 97, H, carries -0.46; number 98, H, carries 0.38; number 99, H, carries 0.32

Below is a single C15H18N2OS molecule, with properties calculated with ωB97M-V/def2-TZVPD.

The HOMO-LUMO gap is 9.3 eV. As for the SMILES: Cc1cccc(CSC2=NCCN2C(=O)C2CC2)c1. The total energy is -31709.6856 eV.

Geometry as ORCA input:
```
! RIJCOSX wB97M-V def2-TZVPD def2/J DEFGRID3
* xyz 0 1
C -1.45 -2.91 0.03
C -1.75 -1.51 -0.40
C -2.93 -0.87 -0.04
C -3.17 0.44 -0.41
C -2.22 1.14 -1.12
C -1.03 0.53 -1.49
C 0.05 1.30 -2.17
S 0.74 2.62 -1.07
C 0.24 2.00 0.50
N -0.58 2.67 1.19
C -0.91 1.93 2.39
C -0.23 0.56 2.22
N 0.62 0.78 1.04
C 1.55 -0.19 0.72
O 1.49 -1.27 1.28
C 2.62 0.15 -0.24
C 3.94 -0.55 -0.04
C 3.08 -0.93 -1.19
C -0.81 -0.80 -1.13
H -1.29 -3.55 -0.85
H -0.53 -2.92 0.62
H -2.26 -3.33 0.62
H -3.67 -1.41 0.54
H -4.09 0.92 -0.13
H -2.39 2.18 -1.39
H -0.33 1.85 -3.03
H 0.87 0.65 -2.48
H -1.99 1.86 2.47
H -0.53 2.48 3.26
H 0.39 0.27 3.06
H -0.95 -0.24 2.01
H 2.65 1.18 -0.59
H 4.84 0.01 -0.22
H 3.99 -1.24 0.79
H 3.37 -0.64 -2.19
H 2.56 -1.88 -1.13
H 0.11 -1.29 -1.42
*
```

Quick look at the Mulliken charges, all values in e: number 1, C, carries -1.51; number 2, C, carries 0.52; number 3, C, carries -0.60; number 4, C, carries -0.72; number 5, C, carries -0.35; number 6, C, carries 0.39; number 7, C, carries -1.05; number 8, S, carries -0.26; number 9, C, carries 0.53; number 10, N, carries -0.62; number 11, C, carries -0.65; number 12, C, carries -0.44; number 13, N, carries 0.22; number 14, C, carries 0.05; number 15, O, carries -0.67; number 16, C, carries 0.29; number 17, C, carries -0.71; number 18, C, carries -0.75; number 19, C, carries -0.07; number 20, H, carries 0.37; number 21, H, carries 0.27; number 22, H, carries 0.36; number 23, H, carries 0.34; number 24, H, carries 0.41; number 25, H, carries 0.40; number 26, H, carries 0.58; number 27, H, carries 0.35; number 28, H, carries 0.37; number 29, H, carries 0.30; number 30, H, carries 0.42; number 31, H, carries 0.12; number 32, H, carries 0.53; number 33, H, carries 0.27; number 34, H, carries 0.26; number 35, H, carries 0.27; number 36, H, carries 0.26; number 37, H, carries 0.52

Below is a molecular structure, C12H17BN6O2Sn at a distorted geometry, with properties calculated with ωB97M-V/def2-TZVPD.

The HOMO-LUMO gap (alpha / beta) is 4.2 / 5.0 eV. The total energy is -32210.2153 eV.

Geometry as ORCA input:
```
! RIJCOSX wB97M-V def2-TZVPD def2/J DEFGRID3
* xyz 4 1
C -2.64 -0.84 -1.51
N -1.44 -0.38 -1.15
N -0.73 -0.04 -2.26
C -1.44 -0.45 -3.32
C -2.66 -0.96 -2.90
B 0.69 0.65 -2.04
N 0.73 1.92 -1.11
N 0.20 1.93 0.15
C 0.38 3.18 0.66
C 1.12 3.93 -0.26
C 1.35 3.09 -1.33
Sn -1.10 0.22 0.96
N 1.62 -0.35 -1.30
N 1.45 -0.74 0.01
C 2.43 -1.65 0.23
C 3.24 -1.79 -0.91
C 2.71 -0.93 -1.85
H 2.53 -2.23 1.13
H 3.03 -0.69 -2.86
H 4.08 -2.46 -1.03
H 1.15 0.94 -3.11
H 1.88 3.28 -2.24
H -1.09 -0.37 -4.31
H 1.40 4.96 -0.13
H -3.48 -1.36 -3.43
H 0.02 3.50 1.61
H -3.40 -1.08 -0.80
H 0.92 0.08 2.45
C 0.36 0.57 3.30
H 0.87 1.50 3.48
H -0.63 0.88 3.25
H 0.35 -0.17 4.10
C -2.58 -1.86 3.04
O -1.59 -2.60 2.23
C -0.93 -2.01 1.21
O -0.32 -2.62 0.34
H -2.05 -1.16 3.71
H -3.16 -2.58 3.62
H -3.26 -1.29 2.38
*
```

Quick look at the Mulliken charges, all values in e: number 1, C, carries -0.07; number 2, N, carries 0.02; number 3, N, carries -0.14; number 4, C, carries -0.05; number 5, C, carries -1.04; number 6, B, carries -0.13; number 7, N, carries 0.19; number 8, N, carries 0.09; number 9, C, carries -0.13; number 10, C, carries -0.84; number 11, C, carries 0.06; number 12, Sn, carries 1.02; number 13, N, carries 0.13; number 14, N, carries 0.16; number 15, C, carries -0.08; number 16, C, carries -0.94; number 17, C, carries 0.02; number 18, H, carries 0.51; number 19, H, carries 0.48; number 20, H, carries 0.48; number 21, H, carries 0.08; number 22, H, carries 0.55; number 23, H, carries 0.58; number 24, H, carries 0.49; number 25, H, carries 0.50; number 26, H, carries 0.56; number 27, H, carries 0.51; number 28, H, carries 0.23; number 29, C, carries -1.00; number 30, H, carries 0.41; number 31, H, carries 0.31; number 32, H, carries 0.39; number 33, C, carries -0.66; number 34, O, carries -0.17; number 35, C, carries 0.74; number 36, O, carries -0.20; number 37, H, carries 0.31; number 38, H, carries 0.33; number 39, H, carries 0.32

Below is a single C4H4O2 molecule at a distorted geometry, with properties calculated with ωB97M-V/def2-TZVPD.

The HOMO-LUMO gap is 10.7 eV. As for the SMILES: O=C1C[C@H]2O[C@@H]12. The total energy is -8302.7769 eV.

Geometry as ORCA input:
```
! RIJCOSX wB97M-V def2-TZVPD def2/J DEFGRID3
* xyz 0 1
O 1.72 -0.21 -1.50
C 0.82 -0.10 -0.73
C 0.12 1.10 -0.04
C -0.51 0.06 0.92
O -1.26 -0.87 -0.24
C 0.07 -1.08 0.16
H -0.61 1.69 -0.60
H 0.88 1.78 0.38
H -1.62 -0.37 1.00
H 0.36 -2.07 0.47
*
```

Quick look at the Mulliken charges, all values in e: number 1, O, carries -0.53; number 2, C, carries 0.24; number 3, C, carries -0.38; number 4, C, carries -0.55; number 5, O, carries -0.36; number 6, C, carries 0.18; number 7, H, carries 0.23; number 8, H, carries 0.27; number 9, H, carries 0.45; number 10, H, carries 0.44

Copy entry 3 word for word.
Below is a molecular structure, C12H17BN6O2Sn at a distorted geometry, with properties calculated with ωB97M-V/def2-TZVPD.

The HOMO-LUMO gap (alpha / beta) is 4.2 / 5.0 eV. The total energy is -32210.2153 eV.

Geometry as ORCA input:
```
! RIJCOSX wB97M-V def2-TZVPD def2/J DEFGRID3
* xyz 4 1
C -2.64 -0.84 -1.51
N -1.44 -0.38 -1.15
N -0.73 -0.04 -2.26
C -1.44 -0.45 -3.32
C -2.66 -0.96 -2.90
B 0.69 0.65 -2.04
N 0.73 1.92 -1.11
N 0.20 1.93 0.15
C 0.38 3.18 0.66
C 1.12 3.93 -0.26
C 1.35 3.09 -1.33
Sn -1.10 0.22 0.96
N 1.62 -0.35 -1.30
N 1.45 -0.74 0.01
C 2.43 -1.65 0.23
C 3.24 -1.79 -0.91
C 2.71 -0.93 -1.85
H 2.53 -2.23 1.13
H 3.03 -0.69 -2.86
H 4.08 -2.46 -1.03
H 1.15 0.94 -3.11
H 1.88 3.28 -2.24
H -1.09 -0.37 -4.31
H 1.40 4.96 -0.13
H -3.48 -1.36 -3.43
H 0.02 3.50 1.61
H -3.40 -1.08 -0.80
H 0.92 0.08 2.45
C 0.36 0.57 3.30
H 0.87 1.50 3.48
H -0.63 0.88 3.25
H 0.35 -0.17 4.10
C -2.58 -1.86 3.04
O -1.59 -2.60 2.23
C -0.93 -2.01 1.21
O -0.32 -2.62 0.34
H -2.05 -1.16 3.71
H -3.16 -2.58 3.62
H -3.26 -1.29 2.38
*
```

Quick look at the Mulliken charges, all values in e: number 1, C, carries -0.07; number 2, N, carries 0.02; number 3, N, carries -0.14; number 4, C, carries -0.05; number 5, C, carries -1.04; number 6, B, carries -0.13; number 7, N, carries 0.19; number 8, N, carries 0.09; number 9, C, carries -0.13; number 10, C, carries -0.84; number 11, C, carries 0.06; number 12, Sn, carries 1.02; number 13, N, carries 0.13; number 14, N, carries 0.16; number 15, C, carries -0.08; number 16, C, carries -0.94; number 17, C, carries 0.02; number 18, H, carries 0.51; number 19, H, carries 0.48; number 20, H, carries 0.48; number 21, H, carries 0.08; number 22, H, carries 0.55; number 23, H, carries 0.58; number 24, H, carries 0.49; number 25, H, carries 0.50; number 26, H, carries 0.56; number 27, H, carries 0.51; number 28, H, carries 0.23; number 29, C, carries -1.00; number 30, H, carries 0.41; number 31, H, carries 0.31; number 32, H, carries 0.39; number 33, C, carries -0.66; number 34, O, carries -0.17; number 35, C, carries 0.74; number 36, O, carries -0.20; number 37, H, carries 0.31; number 38, H, carries 0.33; number 39, H, carries 0.32